Entry 1:
The following is a quantum chemistry calculation of a structure of composition C8H18F24Li2N4O25S8 in a non-equilibrium geometry, from the Open Molecules 2025 dataset.

As for the electronic energy: -218051.6970 eV. The value obtained for the HOMO-LUMO gap is 7.093 eV. For the highest occupied orbital energy, the calculation gives -5.09 eV. As for the spin multiplicity: 1. Its energy above the lowest of the compared OMol25 structures with the same formula, charge and spin is 0.0000 eV. Its charge is -2.

Geometry (Å):
Li1 -5.204 15.678 -18.512
Li2 -2.917 17.528 -17.978
C1 -6.137 15.783 -15.290
F1 -7.241 16.133 -15.929
F2 -6.292 15.928 -13.995
F3 -5.857 14.518 -15.573
S1 -4.695 16.907 -15.790
O1 -5.244 18.035 -16.471
O2 -3.957 17.175 -14.607
N1 -3.905 16.037 -16.986
S2 -2.812 15.104 -16.189
O3 -1.595 15.855 -16.099
O4 -3.254 14.491 -14.997
C2 -2.428 13.766 -17.406
F4 -1.998 14.318 -18.581
F5 -1.469 13.023 -16.917
F6 -3.503 13.088 -17.691
C3 -9.239 16.491 -11.722
F7 -10.005 16.864 -10.695
F8 -8.678 17.575 -12.262
F9 -8.278 15.699 -11.261
S3 -10.273 15.659 -13.041
O5 -11.528 16.347 -12.945
O6 -9.558 15.846 -14.264
N2 -10.493 14.135 -12.505
S4 -9.519 13.187 -13.339
O7 -9.974 12.968 -14.680
O8 -8.120 13.484 -13.154
C4 -9.726 11.565 -12.473
F10 -9.054 10.615 -13.111
F11 -9.248 11.678 -11.221
F12 -11.016 11.205 -12.370
C5 -5.800 9.985 -14.596
F13 -5.843 9.380 -13.426
F14 -6.453 9.215 -15.481
F15 -6.394 11.167 -14.587
S5 -4.010 10.198 -15.175
O9 -3.712 11.555 -15.523
O10 -3.245 9.726 -14.058
N3 -3.856 9.078 -16.376
S6 -4.037 9.872 -17.746
O11 -5.180 10.767 -17.752
O12 -2.840 10.395 -18.340
C6 -4.577 8.470 -18.827
F16 -3.604 7.559 -18.930
F17 -5.687 7.903 -18.375
F18 -4.815 8.948 -20.068
C7 -6.207 22.700 -19.645
F19 -5.599 22.910 -20.837
F20 -5.568 23.434 -18.739
F21 -7.471 23.073 -19.770
S7 -6.103 20.898 -19.243
O13 -6.713 20.262 -20.363
O14 -4.704 20.651 -18.995
N4 -6.835 20.901 -17.828
S8 -8.221 20.114 -17.822
O15 -9.349 20.934 -18.161
O16 -8.177 18.799 -18.407
C8 -8.528 19.788 -16.004
F22 -7.723 18.808 -15.573
F23 -8.383 20.882 -15.245
F24 -9.787 19.402 -15.883
O17 -5.518 20.701 -15.230
H1 -6.101 20.239 -14.623
H2 -5.241 20.030 -15.862
O18 -4.084 15.777 -20.124
H3 -4.303 15.161 -20.833
H4 -3.118 15.790 -20.099
O19 -1.465 17.097 -19.251
H5 -0.663 16.575 -19.364
H6 -1.384 17.837 -19.864
O20 -5.953 13.684 -18.506
H7 -5.974 13.007 -19.188
H8 -5.946 13.182 -17.678
O21 -2.585 12.640 -12.935
H9 -2.084 12.427 -13.726
H10 -3.197 13.324 -13.232
O22 -10.429 16.499 -16.895
H11 -9.868 16.010 -17.501
H12 -9.872 16.656 -16.121
O23 -2.234 18.846 -16.631
H13 -2.552 18.988 -15.729
H14 -1.569 19.524 -16.783
O24 -2.317 13.389 -21.939
H15 -2.078 12.782 -21.229
H16 -1.644 13.257 -22.612
O25 0.612 17.429 -17.143
H17 1.120 17.212 -16.356
H18 -0.266 17.650 -16.805

Löwdin charges, unit e, in atom order: number 1, Li, carries 0.70; number 2, Li, carries 0.67; number 3, C, carries -0.66; number 4, F, carries 0.17; number 5, F, carries 0.19; number 6, F, carries 0.15; number 7, S, carries 0.62; number 8, O, carries -0.29; number 9, O, carries -0.24; number 10, N, carries -0.43; number 11, S, carries 0.61; number 12, O, carries -0.28; number 13, O, carries -0.23; number 14, C, carries -0.68; number 15, F, carries 0.09; number 16, F, carries 0.19; number 17, F, carries 0.14; number 18, C, carries -0.67; number 19, F, carries 0.12; number 20, F, carries 0.12; number 21, F, carries 0.13; number 22, S, carries 0.60; number 23, O, carries -0.29; number 24, O, carries -0.31; number 25, N, carries -0.28; number 26, S, carries 0.56; number 27, O, carries -0.29; number 28, O, carries -0.31; number 29, C, carries -0.67; number 30, F, carries 0.14; number 31, F, carries 0.11; number 32, F, carries 0.12; number 33, C, carries -0.66; number 34, F, carries 0.16; number 35, F, carries 0.11; number 36, F, carries 0.15; number 37, S, carries 0.62; number 38, O, carries -0.31; number 39, O, carries -0.30; number 40, N, carries -0.28; number 41, S, carries 0.57; number 42, O, carries -0.32; number 43, O, carries -0.30; number 44, C, carries -0.68; number 45, F, carries 0.12; number 46, F, carries 0.14; number 47, F, carries 0.10; number 48, C, carries -0.68; number 49, F, carries 0.10; number 50, F, carries 0.13; number 51, F, carries 0.14; number 52, S, carries 0.56; number 53, O, carries -0.28; number 54, O, carries -0.32; number 55, N, carries -0.29; number 56, S, carries 0.59; number 57, O, carries -0.29; number 58, O, carries -0.30; number 59, C, carries -0.66; number 60, F, carries 0.11; number 61, F, carries 0.13; number 62, F, carries 0.15; number 63, O, carries -0.07; number 64, H, carries 0.02; number 65, H, carries -0.02; number 66, O, carries -0.09; number 67, H, carries 0.07; number 68, H, carries 0.01; number 69, O, carries -0.07; number 70, H, carries 0.08; number 71, H, carries 0.08; number 72, O, carries -0.08; number 73, H, carries 0.06; number 74, H, carries 0.04; number 75, O, carries -0.07; number 76, H, carries 0.01; number 77, H, carries 0.01; number 78, O, carries -0.06; number 79, H, carries 0.03; number 80, H, carries -0.02; number 81, O, carries -0.08; number 82, H, carries 0.07; number 83, H, carries 0.07; number 84, O, carries -0.05; number 85, H, carries 0.04; number 86, H, carries 0.03; number 87, O, carries -0.07; number 88, H, carries 0.04; number 89, H, carries -0.02

***

Entry 2:
The following is a quantum chemistry calculation of a structure of composition C22H26N4NiO2 in a non-equilibrium geometry, from the Open Molecules 2025 dataset.

Its expectation value of S² is 2.0042. As for the electronic energy: -74333.5881 eV. The value obtained for the HOMO-LUMO gap (alpha / beta) is 7.894 / 7.810 eV. For the highest occupied orbital energy (alpha / beta), the calculation gives -7.12 / -7.04 eV. As for the spin multiplicity: 3. Its energy above the lowest of the compared OMol25 structures with the same formula, charge and spin is 0.5285 eV. Its charge is 0.

Geometry (Å):
Ni1 -0.287 0.541 -0.004
O1 -1.270 2.254 0.139
H1 -1.870 2.274 -0.601
C1 2.675 -2.481 -1.205
C2 1.880 -2.042 0.026
O2 0.856 -1.150 -0.244
H2 3.535 -3.068 -0.863
H3 3.095 -1.619 -1.725
H4 2.071 -3.087 -1.878
H5 2.549 -1.617 0.788
H6 1.442 -2.969 0.439
N1 -1.194 -0.312 1.744
C3 -1.276 0.352 2.903
C4 -1.615 -0.213 4.137
C5 -1.839 -1.572 4.155
C6 -1.679 -2.326 2.996
C7 -1.396 -1.633 1.835
H7 -0.959 1.389 2.896
H8 -1.423 0.436 4.979
H9 -2.038 -2.066 5.101
H10 -1.789 -3.399 3.026
H11 -1.070 -2.212 0.974
N2 1.308 1.348 1.428
C8 1.318 2.675 1.511
C9 1.790 3.370 2.624
C10 2.348 2.650 3.644
C11 2.532 1.277 3.492
C12 1.998 0.672 2.363
H12 0.835 3.196 0.692
H13 1.620 4.431 2.746
H14 2.599 3.152 4.572
H15 3.034 0.649 4.214
H16 1.978 -0.407 2.298
N3 0.706 1.182 -2.027
C13 -0.115 1.695 -2.944
C14 0.282 2.087 -4.225
C15 1.580 1.841 -4.610
C16 2.459 1.292 -3.686
C17 1.930 0.887 -2.463
H17 -1.141 1.897 -2.662
H18 -0.464 2.551 -4.854
H19 1.979 2.024 -5.602
H20 3.515 1.140 -3.847
H21 2.672 0.472 -1.792
N4 -1.796 -0.525 -1.250
C18 -3.054 -0.099 -1.257
C19 -4.153 -0.836 -1.688
C20 -3.915 -2.063 -2.269
C21 -2.591 -2.509 -2.396
C22 -1.596 -1.716 -1.840
H22 -3.268 0.902 -0.900
H23 -5.164 -0.467 -1.600
H24 -4.692 -2.674 -2.713
H25 -2.358 -3.498 -2.757
H26 -0.574 -2.077 -1.819

Löwdin charges, unit e, in atom order: number 1, Ni, carries 0.57; number 2, O, carries -0.39; number 3, H, carries -0.10; number 4, C, carries -0.10; number 5, C, carries -0.45; number 6, O, carries -0.38; number 7, H, carries 0.06; number 8, H, carries 0.04; number 9, H, carries 0.06; number 10, H, carries 0.07; number 11, H, carries 0.09; number 12, N, carries 0.04; number 13, C, carries -0.12; number 14, C, carries -0.05; number 15, C, carries -0.08; number 16, C, carries -0.05; number 17, C, carries -0.12; number 18, H, carries 0.11; number 19, H, carries 0.11; number 20, H, carries 0.11; number 21, H, carries 0.10; number 22, H, carries 0.10; number 23, N, carries 0.04; number 24, C, carries -0.13; number 25, C, carries -0.06; number 26, C, carries -0.08; number 27, C, carries -0.06; number 28, C, carries -0.12; number 29, H, carries 0.10; number 30, H, carries 0.11; number 31, H, carries 0.11; number 32, H, carries 0.10; number 33, H, carries 0.10; number 34, N, carries 0.06; number 35, C, carries -0.13; number 36, C, carries -0.06; number 37, C, carries -0.08; number 38, C, carries -0.05; number 39, C, carries -0.12; number 40, H, carries 0.09; number 41, H, carries 0.10; number 42, H, carries 0.11; number 43, H, carries 0.10; number 44, H, carries 0.10; number 45, N, carries 0.04; number 46, C, carries -0.13; number 47, C, carries -0.06; number 48, C, carries -0.07; number 49, C, carries -0.05; number 50, C, carries -0.11; number 51, H, carries 0.10; number 52, H, carries 0.10; number 53, H, carries 0.10; number 54, H, carries 0.10; number 55, H, carries 0.10

***

Entry 3:
The following is a quantum chemistry calculation of a cluster of 2 separate species, C4H10O in total in a non-equilibrium geometry, from the Open Molecules 2025 dataset.

As for the electronic energy: -6355.1975 eV. The value obtained for the HOMO-LUMO gap is 11.017 eV. For the highest occupied orbital energy, the calculation gives -10.22 eV. As for the spin multiplicity: 1. The SMILES is C=O.CCC. Its energy above the lowest of the compared OMol25 structures with the same formula, charge and spin is 2.6054 eV. Its charge is 0.

Geometry (Å):
C1 2.135 -2.142 2.818
O1 2.957 -1.548 3.439
H1 1.512 -2.973 3.245
H2 2.009 -1.849 1.725
C2 -0.658 1.981 -0.878
C3 -0.605 0.696 -1.704
C4 -1.049 -0.540 -0.713
H3 -1.220 2.784 -1.360
H4 0.334 2.438 -0.548
H5 -1.019 1.919 0.199
H6 0.465 0.550 -2.096
H7 -0.989 0.628 -2.732
H8 -1.386 -1.331 -1.398
H9 -0.484 -0.545 0.228
H10 -2.001 -0.067 -0.227

Löwdin charges, unit e, in atom order: number 1, C, carries -0.17; number 2, O, carries -0.01; number 3, H, carries 0.09; number 4, H, carries 0.09; number 5, C, carries -0.17; number 6, C, carries -0.30; number 7, C, carries -0.11; number 8, H, carries 0.06; number 9, H, carries 0.08; number 10, H, carries 0.08; number 11, H, carries 0.10; number 12, H, carries 0.08; number 13, H, carries 0.06; number 14, H, carries 0.05; number 15, H, carries 0.08